Density functional theory data (the ωB97M-V functional and the def2-TZVPD basis) for a single C3H4N4O molecule in a non-equilibrium geometry.

Geometry as XYZ:
```
12
Properties=species:S:1:pos:R:3:forces:R:3:nbo_charge:R:1
C -1.057 -1.295 0.148 -0.167 0.698 -2.890 -0.135
C 0.352 -0.621 -0.056 -3.377 -1.300 1.694 0.259
C 1.915 0.795 -0.023 3.430 -0.664 1.801 0.417
H -2.700 1.408 0.183 4.343 -1.711 -1.199 0.377
H -0.674 1.159 -0.180 -2.349 -0.250 0.658 0.426
H -1.138 -2.394 -0.165 0.159 1.783 0.972 0.222
H 2.576 1.737 0.096 -1.335 -1.886 -0.458 0.229
N -1.709 0.801 -0.042 -6.854 2.069 0.628 -0.679
N -2.130 -0.496 -0.003 4.276 -0.049 0.870 -0.138
N 0.650 0.702 0.045 1.081 1.912 -1.008 -0.559
N 1.362 -1.345 -0.060 4.544 -2.317 0.265 -0.107
O 2.552 -0.452 0.057 -3.751 1.717 -1.332 -0.311
```
Positions in Å, forces in eV/Å.

Results
**SMILES string**: N/N=C\c1ncon1
**Gap between HOMO and LUMO**: 8.52 eV
**Largest force on an atom**: 0.1398 Eh/bohr
**E**: -410.807851 a.u.
**Total charge**: 0